A structure of composition C74H172BF6MgNO40S2 at a distorted geometry. Source: OMol25; level of theory: the ωB97M-V functional and the def2-TZVPD basis.

CARTESIAN COORDINATES (ANGSTROEM)
C -5.410 -6.684 6.322
H 2.644 2.948 -3.347
O 7.665 -5.501 11.081
C 5.443 5.212 -0.300
H -5.364 -1.624 12.456
H 2.976 -4.451 12.389
C -8.902 1.212 -7.116
H 3.137 9.332 -10.750
C 1.467 -10.182 -3.002
O -5.015 -7.824 5.601
H -11.466 3.018 4.061
H 2.102 12.499 8.269
C 3.780 0.462 -3.433
C -3.359 0.057 8.783
H 5.221 4.146 -4.267
C 2.211 9.883 -5.128
H 1.870 14.899 8.054
H 1.751 -6.370 -7.009
H -1.778 0.724 10.059
H 7.200 -6.029 -9.777
H 5.256 8.350 -7.262
H 1.793 5.493 -11.950
H 8.482 -7.321 11.753
H -1.617 5.166 -4.155
C -12.863 2.761 -6.215
H -13.775 5.945 -6.443
H 5.884 7.263 -5.965
O -8.856 0.930 -5.722
C 3.403 -5.398 12.059
O -0.853 8.441 6.122
C -2.127 5.583 -5.024
H -3.018 -8.179 6.249
C 3.609 2.714 -3.796
H -4.099 -7.756 1.408
C -11.340 2.699 -6.101
F 1.485 1.625 3.263
C 4.344 4.079 -3.623
H 4.280 -2.925 4.847
H 3.273 10.350 7.360
C 2.164 14.786 7.011
H 4.815 -5.853 1.282
H 5.109 -4.768 -9.779
C 5.069 5.365 -1.759
H -3.996 -3.220 13.964
C -6.701 -6.085 5.960
H 4.317 -0.276 -2.836
H -1.183 0.410 -8.783
H 1.853 -3.012 9.197
O -7.388 4.380 1.497
H -2.560 3.902 10.237
H -0.283 0.982 -7.400
H 1.269 -13.356 -9.985
H -3.782 -0.136 11.493
H -1.001 9.306 4.341
H 7.917 -1.116 0.511
H 6.777 -5.482 -0.291
H 0.729 8.877 4.872
H 2.221 -5.529 -11.729
H 1.142 -11.222 -2.962
H -0.981 4.395 -10.522
C 5.071 -3.665 4.722
H -2.585 -9.606 4.596
O -1.563 0.081 0.947
H 6.241 -1.009 0.833
F -2.930 -2.238 -0.326
H -1.595 10.314 6.193
H 6.042 3.487 1.789
H 0.087 3.598 -11.672
H 0.195 6.092 -11.717
H 1.043 -5.085 -9.741
H -1.613 9.336 7.571
C 5.782 -5.159 12.778
H -8.774 3.195 -6.537
H -5.455 4.008 1.869
S 1.223 0.643 0.797
H 6.177 9.037 -6.071
O -3.358 -8.783 2.982
O 4.082 -6.109 -11.073
C -8.569 -0.382 -5.358
H -2.699 -4.042 13.085
H 1.440 -11.042 -8.523
O -6.671 -5.610 4.579
O 2.853 -12.615 -8.851
H -10.035 3.269 2.240
C 2.869 -5.758 10.767
H -5.402 -2.678 11.170
C -6.025 -4.369 4.345
C 6.518 -6.220 -10.606
H 5.833 5.889 -2.333
O 4.818 4.031 -2.255
H 7.095 0.437 0.447
O 4.259 8.511 -5.446
C -3.701 -3.622 12.995
H 7.132 -3.900 -12.670
H -8.061 4.653 5.335
O 4.425 1.703 -3.153
H -5.331 -6.941 7.378
H 4.132 -11.164 -7.283
H -8.438 -0.437 -4.278
H 3.184 11.038 5.807
C -0.933 9.696 6.800
O 2.910 -4.670 9.886
C -1.642 -2.410 -0.008
H 3.199 15.069 6.822
C -4.402 -7.962 2.434
H -11.986 5.476 -6.298
C -0.354 7.191 -5.714
H 0.650 7.558 -10.031
H 3.338 -3.650 2.530
O 2.208 13.467 6.552
F 0.828 -0.428 3.347
C 7.964 -1.389 4.465
O 1.507 8.831 -5.843
C 0.424 10.246 7.397
H -8.917 3.536 6.499
O -9.834 3.947 4.771
C 3.618 9.828 -5.702
H -6.910 -5.265 6.648
C 3.092 -12.108 -4.880
H 2.429 10.010 -12.124
H 7.766 3.562 1.485
H -10.410 1.620 2.372
C -1.096 1.237 -8.079
H -4.986 -4.445 4.667
H 2.956 -10.618 -9.194
C 7.197 -4.749 12.150
O -3.472 -2.491 12.168
H -0.560 9.292 -5.592
H -13.090 5.171 -5.049
C -9.814 2.395 2.853
H 7.190 -3.806 -0.453
H 7.482 -0.696 5.154
C -0.028 3.878 -10.625
H -10.920 3.478 -5.466
C -8.662 3.752 5.462
O 2.771 -5.223 -8.466
O 6.421 4.164 -0.115
H 2.718 0.422 -3.188
C 2.774 12.479 7.411
O -8.416 2.090 2.944
B 7.017 -0.610 0.198
H 5.783 -6.079 13.362
H 4.907 -6.425 -9.189
C 1.980 -5.632 -9.635
O 6.959 -2.323 4.061
H -2.816 -0.353 7.932
H 1.903 -6.252 10.868
H -10.389 1.888 4.828
C 1.484 7.262 -10.667
H -3.295 -6.979 4.931
H -4.271 -9.811 4.512
H -3.337 3.370 11.730
H -7.984 2.993 5.073
H 6.355 -2.435 6.079
C -2.507 1.175 9.386
H 3.696 4.933 -3.822
H 2.869 -10.000 -6.921
O -13.453 3.958 -6.714
H 3.559 -5.172 3.093
H 7.985 -4.816 12.900
H 0.995 2.531 -9.322
O 2.518 -12.060 -6.256
C -10.414 2.752 4.164
H -6.785 2.913 0.173
H -6.563 3.671 3.221
C 2.188 9.358 -11.285
O -3.414 1.985 10.124
O 2.516 0.992 0.235
H -6.899 1.267 2.013
H 1.727 -6.692 -9.639
C 5.449 8.236 -6.195
H -1.951 4.978 -5.913
H -4.291 0.486 8.414
H 5.650 -4.441 13.587
C -3.606 -7.929 5.365
H 4.013 -12.684 -4.970
F -1.087 -3.159 -0.966
C 3.513 -10.804 -4.102
H 0.464 6.622 -5.271
H 1.540 9.914 -10.608
C -6.308 4.382 2.435
H -9.467 0.561 -7.783
C 2.669 11.038 6.767
H -9.463 -0.968 -5.576
H 0.648 -9.512 -3.266
H 1.433 -4.542 -6.885
H 6.768 4.974 1.896
C -13.031 5.210 -6.137
O 1.415 10.610 6.426
H 8.756 -1.862 5.045
H 5.591 -4.375 -1.065
S -0.828 -0.652 -0.111
C -7.789 1.813 1.700
H -1.961 1.720 8.616
H 6.531 -7.288 -10.822
C -9.308 2.645 -7.312
C -4.410 -0.742 10.840
H 2.486 -12.770 -4.262
H 1.936 -9.821 -2.087
O -3.726 -1.065 9.632
H 0.223 8.482 -4.270
H 1.719 -3.280 10.919
O 4.765 -5.097 11.795
C 2.344 -13.190 -10.039
H 4.227 6.054 -1.698
H 2.324 7.268 -9.973
C -2.760 3.036 10.867
C 2.088 -5.352 -7.204
H -4.391 -4.368 12.601
H -7.766 -0.880 -5.901
H 0.873 -4.285 9.785
C 4.587 -4.790 1.207
C 1.115 5.861 -11.180
O 1.663 8.146 -11.784
C -0.321 8.593 4.808
H -0.343 7.576 4.416
H 6.627 -3.626 -11.056
Mg 6.160 1.811 -1.756
C 4.132 -4.394 2.588
C -4.719 -1.979 11.653
H 2.397 9.574 -4.100
H 2.828 -14.163 -10.116
H 4.346 -10.283 -4.574
H 2.887 -5.321 -6.463
H -8.862 3.036 -8.227
H 3.788 -4.482 0.533
H 6.810 -0.748 -0.852
H -13.239 2.326 -5.289
C 0.025 2.578 -9.816
H -3.176 5.498 -4.742
H 7.157 -3.751 11.713
H 0.191 11.162 7.940
H -8.465 3.167 0.095
H -11.041 1.722 -5.721
O 5.280 -3.968 3.387
O -10.704 2.907 -7.396
C 0.198 8.546 -5.358
C 1.828 -3.789 9.961
H 4.783 -4.577 5.245
C 1.642 0.463 2.677
H 0.664 9.562 8.211
H -13.181 1.981 -6.906
H 7.531 -7.439 10.199
O -1.569 6.920 -5.009
H 8.355 -0.836 3.610
O -1.179 -0.286 -1.548
H -2.040 1.304 -7.537
O 0.947 4.850 -10.205
F -1.456 -2.955 1.211
H 4.528 5.088 0.280
H 3.252 -4.315 -10.912
O 6.941 -5.606 -11.738
H -6.443 -3.483 4.821
C 6.432 -3.058 5.188
C 6.820 4.068 1.293
H 3.434 10.000 -6.762
H -6.086 -4.193 3.271
H -0.408 6.978 -6.781
C -7.646 3.109 0.813
O 5.802 -4.157 1.014
H -4.749 -5.836 6.142
C 2.897 -5.345 -10.894
H -5.275 -0.114 10.629
H -1.810 2.679 11.265
H 1.558 15.514 6.471
H -7.544 -6.770 6.043
H 3.866 0.103 -4.458
H 3.156 -6.174 12.783
H 3.797 12.677 7.729
O 2.398 -9.942 -4.037
C 5.109 -5.818 -10.072
H 7.134 -3.883 5.305
H 5.909 6.166 -0.052
H -6.221 5.412 2.783
H -5.395 -8.386 2.279
C 3.058 -11.052 -7.133
C 6.349 -4.479 -0.289
H -4.535 -7.018 2.962
O -1.047 2.469 -8.834
H -7.859 1.141 -7.423
N 0.594 -0.968 0.306
C -3.497 -9.061 4.351
H -0.111 1.704 -10.452
H 1.722 10.857 -5.115
H 4.340 10.522 -5.272
H -8.553 1.127 1.334
H 2.593 -12.536 -10.874
H 6.776 -7.309 11.768
C 7.310 -4.235 -11.648
O 0.308 1.792 0.686
C 7.626 -6.967 11.177
H 8.390 -4.186 -11.505
H 3.307 2.329 -4.770
F 2.874 0.138 2.831
C 2.497 -11.306 -8.484
H 3.620 -6.323 10.213
H 3.895 -11.181 -3.153

Summary:
E_tot = -7606.208112 a.u.
Orbital gap = 4.87 eV
LUMO energy = -3.590 eV